Entry 1:
Density functional theory data (wB97M-V/def2-TZVPD) for a cluster of 11 separate species, C3H26O12 in total in a non-equilibrium geometry.

```
41
Properties=species:S:1:pos:R:3:forces:R:3:lowdin_charge:R:1
O -1.961457 -1.201500 3.474511 0.20 -0.46 -0.37 0.023
C -0.858472 -0.708042 3.446115 -0.94 1.25 0.82 -0.277
C -0.658473 0.723006 2.889293 0.08 -1.76 1.51 -0.124
C -0.294013 0.793367 1.420218 0.56 0.84 1.42 -0.235
O -0.300733 2.196168 1.147332 -0.15 -0.48 -0.69 -0.104
H -0.081535 -1.141548 4.084637 0.54 -0.21 -0.32 0.112
H -1.610339 1.175328 3.184671 0.06 0.29 -0.73 0.125
H 0.119126 1.187907 3.525599 -0.14 -0.08 -0.57 0.124
H 0.713418 0.381477 1.317541 -0.04 0.00 -0.26 0.104
H -0.971843 0.179088 0.827284 -0.22 0.43 -0.31 0.104
H 0.620552 2.493658 1.035383 -0.11 -0.10 -0.07 0.043
O 2.316001 2.600815 0.603347 1.41 -0.61 -0.39 -0.064
H 3.198913 2.909478 0.850477 -0.43 0.80 0.35 0.063
H 2.647397 1.725534 0.291039 -0.90 -0.01 0.11 0.020
O 0.220218 -2.438770 1.823383 0.01 -0.06 -0.20 -0.046
H -0.173284 -3.234247 2.195877 -0.06 0.05 0.01 0.058
H 0.503397 -2.680995 0.930313 0.29 -0.15 0.08 0.012
O -2.328770 -0.383358 -2.861320 -1.01 1.12 0.79 -0.050
H -2.563660 -0.106579 -1.957742 0.33 -0.82 0.20 0.054
H -2.728690 0.413667 -3.246778 0.18 -0.40 -0.93 0.069
O 2.739230 -0.106387 -2.316865 -0.12 -0.09 -0.31 -0.062
H 3.179043 -0.374669 -3.128794 0.14 -0.07 0.13 0.061
H 1.810604 0.061133 -2.594286 0.36 0.33 0.27 0.010
O -1.988513 3.387115 -0.653349 -0.05 -0.17 0.15 -0.088
H -1.145977 3.839711 -0.767520 -0.07 0.03 -0.13 0.026
H -1.804060 2.886242 0.164229 0.05 0.18 -0.32 0.008
O 3.199215 -0.001216 0.418213 0.36 -0.53 -0.46 -0.058
H 4.076412 -0.301943 0.683263 -0.09 0.10 0.33 0.070
H 3.174138 -0.274742 -0.521151 -0.13 0.46 -0.15 0.011
O 1.192246 -2.327555 -0.995821 1.20 0.58 1.91 -0.075
H 1.792833 -1.633027 -0.683985 0.11 -0.33 0.02 0.019
H 0.333963 -1.950855 -0.780434 -0.12 -0.11 -0.47 0.027
O -0.207832 -2.548003 -2.702272 -1.54 0.09 -0.91 -0.061
H -1.146283 -2.518590 -2.927641 0.08 -0.10 -0.46 0.044
H 0.256534 -2.962820 -3.433654 -0.08 -0.04 -0.03 0.064
O 0.188640 0.641163 -2.684380 0.77 -0.14 0.22 -0.047
H -0.225956 -0.208136 -2.491630 -0.41 0.10 -0.38 0.008
H -0.493376 1.279787 -2.891163 -0.12 -0.07 0.09 0.051
O -3.840810 -0.357768 1.239909 -0.50 0.22 -0.04 -0.048
H -3.599301 -1.208154 1.620717 0.33 0.13 0.02 0.028
H -3.298521 -0.205731 0.465436 0.15 -0.22 0.06 0.000
```
Positions in Å, forces in eV/Å.

Summary:
LUMO	0.00	eV
Kohn-Sham gap	0.3352	hartree
ΔE to the lowest compared entry with this formula, charge and spin	2.497	eV
highest occupied orbital energy	-0.33515	hartree
F_max	0.0453	hartree/bohr

=====

Entry 2:
Density functional theory data (wB97M-V/def2-TZVPD) for a cluster of 11 separate species, C3H26O13 in total in a non-equilibrium geometry.

```
42
Properties=species:S:1:pos:R:3:forces:R:3:lowdin_charge:R:1
O -1.132678 0.055963 3.420140 -0.05 0.05 0.12 0.095
C -0.051308 0.108544 2.891061 -0.24 -0.20 0.06 -0.536
O 0.588497 -0.935270 2.382854 0.97 0.08 -0.29 0.120
C 0.757527 1.366377 2.720191 0.51 -0.25 0.90 -0.074
C -0.052327 2.575737 2.352087 -0.37 0.14 -1.04 -0.179
O -0.336216 2.583884 0.938182 0.74 -0.07 -0.53 -0.110
H 0.105046 -1.775319 2.346813 -0.73 0.09 0.02 0.079
H 1.591590 1.157294 2.049410 -0.21 0.27 -0.36 0.121
H 1.275229 1.581995 3.666732 -0.34 -0.20 0.08 0.142
H 0.512524 3.464138 2.640701 -0.36 0.17 -0.07 0.128
H -1.084321 2.586891 2.704989 0.45 -0.07 0.94 0.136
H 0.458768 2.789691 0.432043 0.13 -0.04 0.12 0.116
O -0.798997 -3.272563 1.487650 0.01 0.33 0.46 -0.041
H -0.132243 -3.741170 1.999066 0.01 -0.40 -0.30 0.062
H -0.543237 -3.296391 0.554889 0.10 -0.04 -0.06 0.040
O -0.587919 0.302549 -0.981458 0.47 0.40 -0.42 -0.030
H -1.191718 -0.437784 -0.956032 0.06 0.72 0.27 0.000
H -0.837300 0.914541 -0.275205 -0.09 -0.17 0.15 0.038
O 3.771621 -0.068991 -0.386477 -0.44 -0.58 0.10 -0.097
H 3.321530 -0.082729 0.465334 0.27 0.06 0.13 0.006
H 3.168353 -0.657735 -0.921166 0.69 0.75 0.30 0.003
O -2.554301 3.509708 -0.222325 -0.04 1.13 -0.02 -0.067
H -3.233392 2.878452 -0.447636 0.38 -0.54 -0.04 0.022
H -1.676339 3.154894 -0.000286 -0.83 -0.43 0.05 -0.018
O 1.911638 1.334633 -3.546780 -0.34 0.79 -0.73 -0.052
H 1.147542 1.136233 -4.115587 -0.09 -0.55 0.22 0.036
H 1.769751 2.284460 -3.456223 0.50 0.04 0.34 0.066
O 1.499655 -3.303514 -2.308904 -0.15 -0.48 -0.10 -0.081
H 0.782198 -2.669331 -2.222768 -0.23 -0.17 0.04 -0.014
H 2.221986 -2.687464 -2.449996 0.20 -0.12 0.06 0.009
O 1.834839 -0.772000 -1.941037 0.15 0.31 -0.41 -0.095
H 2.153271 -0.057640 -2.537090 -0.37 -0.14 0.28 0.039
H 1.231259 -0.311743 -1.342872 -0.24 0.01 -0.09 0.031
O -2.360832 -0.586753 1.054323 -0.44 -0.03 -0.07 -0.042
H -2.819043 0.193546 1.388673 0.05 0.06 -0.14 0.062
H -2.344071 -1.151995 1.837797 0.24 -0.14 -0.11 0.044
O -0.812587 0.649314 -3.849555 0.06 0.26 -0.17 -0.055
H -0.993500 -0.193981 -4.270534 -0.04 -0.15 0.15 0.052
H -0.720212 0.497069 -2.894295 -0.02 -0.06 -0.14 0.002
O -1.546743 -2.545899 -1.259074 1.08 -0.29 -0.56 -0.019
H -1.711590 -1.704913 -0.831594 -1.12 -0.96 0.65 -0.012
H -2.289655 -3.148282 -1.182140 -0.34 0.41 0.23 0.071
```
Positions in Å, forces in eV/Å.

Summary:
LUMO	-0.02	eV
Kohn-Sham gap	0.3834	hartree
highest occupied orbital energy	-0.38408	hartree
F_max	0.0314	hartree/bohr

=====

Entry 3:
Density functional theory data (wB97M-V/def2-TZVPD) for a structure of composition C3H28B4CrO3 in a non-equilibrium geometry.

```
39
Properties=species:S:1:pos:R:3:forces:R:3:lowdin_spin:R:1
Cr -1.663700 0.989358 -0.314340 0.01 0.16 -0.75 2.692
B -0.837645 2.215237 -1.807276 0.61 1.00 -0.66 0.047
H -1.910015 2.333567 -1.791454 -4.23 0.76 0.12 0.013
H -0.373031 2.539479 -0.888999 1.76 1.60 2.88 0.016
H -0.652634 1.157924 -1.917255 0.78 -4.34 -0.81 -0.001
H -0.448494 2.723211 -2.676046 1.51 1.58 -2.96 0.001
B -1.764027 2.355384 1.213151 -0.82 1.21 1.71 0.034
H -1.762618 3.007342 2.072909 0.28 2.36 2.84 0.009
H -0.757359 2.060913 0.959911 4.03 -1.17 -1.09 -0.007
H -2.280521 1.444039 1.471846 -2.23 -3.35 1.39 0.017
H -2.252593 2.799867 0.359930 -1.99 1.75 -3.12 0.011
B -0.263263 -0.504015 0.214424 0.87 -0.56 0.26 0.062
H -0.949897 -0.771159 -0.573859 -2.42 -1.80 -3.13 0.007
H -0.871612 -0.218766 1.058685 -1.94 1.05 3.48 0.011
H 0.370744 -1.327381 0.504870 2.09 -3.01 0.83 0.001
H 0.298741 0.311108 -0.214513 2.43 2.82 -0.96 0.018
B -3.503247 0.067791 -0.759133 -1.77 -0.17 -0.19 0.037
H -4.371736 -0.544810 -0.945391 -2.67 -2.46 -0.70 0.008
H -3.784903 1.094776 -0.932981 -1.06 4.04 -0.50 0.017
H -3.154029 -0.012586 0.258620 1.13 -0.68 4.17 0.010
H -2.689153 -0.149425 -1.433150 3.51 -1.00 -2.82 -0.008
C 3.504016 -1.304266 1.830602 -0.88 0.90 -0.16 0.000
O 4.297391 -1.389933 0.643349 0.33 -0.47 0.70 0.000
H 2.439176 -1.394873 1.616116 -0.03 0.00 -0.18 0.000
H 3.685521 -1.987202 2.660509 0.74 -0.61 -0.53 0.000
H 3.633892 -0.312648 2.264100 0.08 0.12 -0.05 0.000
H 3.748567 -1.537073 -0.130430 -0.26 -0.01 0.27 0.000
C 2.672947 1.607598 0.351788 -0.24 -0.74 1.43 0.001
O 2.838428 2.881585 -0.187275 0.29 0.44 -0.53 0.001
H 3.575462 1.362917 0.911882 0.31 -0.55 -0.28 0.000
H 1.911814 1.574725 1.131334 -0.43 0.31 -0.37 0.000
H 2.419979 0.879489 -0.418900 0.09 -0.20 0.15 0.001
H 3.594952 2.680987 -0.743190 0.10 0.96 -0.44 0.000
C -0.651326 -4.341739 -0.816389 0.13 -0.75 -0.26 0.000
O -1.661488 -3.681041 -0.087925 0.39 -0.43 -0.05 0.002
H 0.306993 -4.503122 -0.322740 0.11 0.54 0.59 0.000
H -0.966812 -5.369635 -0.995261 -0.45 0.04 -0.16 0.000
H -0.417627 -3.896946 -1.783678 -0.22 0.29 -0.11 0.000
H -1.310893 -2.840679 0.216158 0.06 0.38 -0.03 0.001
```
Positions in Å, forces in eV/Å.

Summary:
LUMO (spin up / spin down)	2.57 / 2.82	eV
Kohn-Sham gap (spin up / spin down)	0.3065 / 0.3653	hartree
charge	-1
expectation value of S²	3.7716
ΔE to the lowest compared entry with this formula, charge and spin	0.000	eV
highest occupied orbital energy (spin up / spin down)	-0.21195 / -0.26169	hartree
F_max	0.0897	hartree/bohr
2S+1	4